ORCA calculation (ωB97M-V/def2-TZVPD) on 11 unconnected molecules or ions with the total composition C6H31NO11.

**HOMO level**: -0.2645 hartree
**Relative energy (zero: lowest compared OMol25 entry of this formula, charge and spin)**: 68.2 kcal/mol
**LUMO energy**: 0.0 eV
**Orbital gap**: 7.246 eV
**Electronic energy**: -30736.19985 eV

Each atom is followed by the atoms it is bonded to, with distances in Å.
Geometry (Å):
1 O -2.63 -1.32 1.37  C2 1.218
2 C -1.83 -1.56 0.48  O1 1.218, C3 1.490, H9 1.075
3 C -0.39 -1.83 0.76  C2 1.490, C4 1.519, H10 1.104, H11 1.085
4 C 0.16 -2.58 -0.44  C3 1.519, C5 1.522, H12 1.112, H13 1.094
5 C 1.67 -2.57 -0.67  C4 1.522, C6 1.353, C8 1.491
6 C 2.41 -2.05 0.34  C5 1.353, N7 1.404, H14 1.078
7 N 3.78 -1.94 0.06  C6 1.404, H15 1.010, H16 1.031
8 C 2.19 -2.99 -2.00  C5 1.491, H17 1.120, H18 1.087, H19 1.094
9 H -2.13 -1.51 -0.55  C2 1.075
10 H -0.43 -2.55 1.59  C3 1.104
11 H 0.16 -1.07 1.31  C3 1.085
12 H -0.25 -3.60 -0.36  C4 1.112
13 H -0.28 -2.06 -1.30  C4 1.094
14 H 2.18 -2.02 1.39  C6 1.078
15 H 3.98 -1.86 -0.92  N7 1.010
16 H 4.37 -1.30 0.61  N7 1.031
17 H 1.82 -4.02 -2.22  C8 1.120
18 H 3.21 -2.98 -2.39  C8 1.087
19 H 1.58 -2.48 -2.76  C8 1.094
20 H 0.50 2.02 -3.82  O22 0.962
21 H -0.39 1.04 -3.07  O22 0.981
22 O 0.42 1.59 -2.96  H20 0.962, H21 0.981
23 H -0.03 1.73 4.17  O25 0.967
24 H 0.25 2.04 2.77  O25 0.972
25 O -0.04 1.29 3.31  H23 0.967, H24 0.972
26 H 2.23 1.07 -1.54  O28 0.966
27 H 2.40 -0.44 -1.63  O28 0.961
28 O 2.84 0.35 -1.32  H26 0.966, H27 0.961
29 H -1.84 2.39 -0.02  O31 0.965
30 H -2.53 1.73 1.13  O31 0.989
31 O -2.72 2.09 0.23  H29 0.965, H30 0.989
32 H -4.04 1.28 -0.80  O34 0.986
33 H -3.97 -0.23 -1.13  O34 0.964
34 O -4.02 0.64 -1.55  H32 0.986, H33 0.964
35 H -2.40 -0.31 -3.37  O37 0.963
36 H -2.31 0.32 -2.02  O37 0.980
37 O -1.74 0.08 -2.78  H35 0.963, H36 0.980
38 H 1.02 3.25 2.14  O40 0.985
39 H 0.78 3.11 0.62  O40 0.981
40 O 0.61 2.65 1.47  H38 0.985, H39 0.981
41 H 0.63 3.35 -1.54  O43 0.972
42 H -0.81 3.91 -1.32  O43 0.960
43 O 0.06 3.82 -0.91  H41 0.972, H42 0.960
44 H -2.81 -0.13 2.72  O46 0.958
45 H -1.53 0.67 3.08  O46 0.994
46 O -2.51 0.76 2.91  H44 0.958, H45 0.994
47 H 2.57 -0.44 3.16  O49 0.966
48 H 2.27 0.58 1.97  O49 0.970
49 O 2.75 -0.22 2.24  H47 0.966, H48 0.970